Entry from the Open Molecules 2025 dataset: a cluster of 3 separate species, C5H13NO2 in total (the ωB97M-V functional and the def2-TZVPD basis).

XYZ file:
```
21
Properties=species:S:1:pos:R:3:forces:R:3:mulliken_charge:R:1
O 0.07263 0.03484 2.98053 -0.3 0.2 -0.2 -0.63
O 2.88090 0.89965 1.08939 -0.1 0.0 0.0 -0.64
N -0.90430 -1.11071 -1.03696 0.6 -0.1 0.2 -0.25
C -0.10862 2.41303 -1.26529 0.5 0.8 0.5 -0.78
C -0.54579 0.00139 -1.88303 0.0 0.0 -0.8 -0.81
C -0.88312 1.34851 -1.33494 0.0 0.0 0.1 0.18
C -0.09110 -1.50864 0.00216 -0.3 -0.3 -0.1 0.28
C -0.43331 -2.38283 0.95391 0.2 -1.1 0.1 -1.10
H 0.95804 2.47805 -1.48356 -0.3 -0.4 -0.3 0.22
H 0.48807 -0.04492 -2.22363 0.4 -0.1 0.6 0.40
H 0.91816 -1.11699 -0.05703 0.0 0.2 0.1 0.22
H -0.46975 0.75417 3.32750 0.2 -0.1 0.0 0.31
H -0.49236 -0.39044 2.31651 0.2 -0.2 0.1 0.35
H -1.87668 -1.34969 -0.95535 -0.1 0.0 -0.1 0.22
H 0.28367 -2.81284 1.65272 0.0 0.6 -0.2 0.29
H 2.88068 0.60731 0.17306 -0.1 0.0 0.1 0.30
H -1.34220 -2.98555 0.90078 -0.1 0.6 0.0 0.25
H -1.88520 1.45372 -0.94307 -0.3 -0.1 -0.1 0.26
H -0.51260 3.33862 -0.85852 0.0 -0.2 0.0 0.25
H -1.02711 -0.14435 -2.85074 -0.6 0.1 0.0 0.33
H 2.09000 0.51766 1.49556 0.0 0.1 0.0 0.35
```
Forces are in eV/Å.

As for the charge: 0.

Entry from the Open Molecules 2025 dataset: a cluster of 2 separate species, C5H13NO2 in total (the ωB97M-V functional and the def2-TZVPD basis).

XYZ file:
```
21
Properties=species:S:1:pos:R:3:forces:R:3:mulliken_charge:R:1
O -0.32112 2.60551 -0.38701 0.3 -0.9 -0.2 -0.48
O 1.54253 1.90566 0.69060 -0.4 -0.4 -0.6 -0.53
N -0.87607 -0.85723 -1.82864 -0.2 -0.2 -0.3 -0.69
C 0.16529 1.87406 0.65404 -0.2 2.4 2.2 0.73
C -0.07909 -0.89968 -0.62456 1.0 1.9 0.8 1.75
C 1.19934 -1.68781 -0.86205 -0.3 0.0 -0.1 -1.52
C -0.60795 1.60769 1.72425 0.6 0.2 -0.8 -1.17
C -0.89490 -1.42401 0.53022 -0.4 0.7 0.3 -1.52
H -1.42680 -2.33112 0.25603 -0.2 0.0 0.0 0.43
H -1.70558 -0.29188 -1.69677 0.0 0.0 0.0 0.25
H -1.64677 1.87325 1.71657 -0.2 -0.1 -0.1 0.32
H -0.16950 1.27895 2.64809 0.1 -0.3 0.1 0.26
H 1.78640 -1.74353 0.05128 0.1 0.0 0.0 0.34
H 1.80301 -1.22475 -1.64156 0.1 0.0 0.0 0.36
H 1.85335 1.79003 1.59566 -0.2 -0.1 -0.1 0.33
H -1.57097 -0.59992 0.85861 0.0 -0.9 -0.3 0.30
H 0.95592 -2.70019 -1.17975 0.0 -0.1 0.0 0.39
H -0.35019 -0.47879 -2.60790 -0.1 0.0 0.1 0.24
H -0.27798 -1.63125 1.40093 0.2 -0.1 0.0 0.30
H 0.39822 2.74239 -1.01685 0.0 0.0 0.0 0.36
H 0.22286 0.19263 -0.28118 -0.3 -2.3 -0.9 -0.46
```
Forces are in eV/Å.

As for the charge: 0.

Entry from the Open Molecules 2025 dataset: a cluster of 2 separate species, C5H13NO2 in total (the ωB97M-V functional and the def2-TZVPD basis).

XYZ file:
```
21
Properties=species:S:1:pos:R:3:forces:R:3:mulliken_charge:R:1
O -0.65965 -1.36941 -2.82781 0.0 0.1 0.1 -0.55
O 1.98737 -0.57698 -2.96438 0.5 0.2 0.1 -0.57
N -0.31433 -0.16752 0.58426 -0.1 1.8 0.1 0.06
C 1.12258 -0.39050 0.72846 0.2 -1.3 -1.1 -1.19
C -0.99028 -0.36315 -0.70829 0.7 -0.6 0.8 -0.33
C -0.20403 -1.15437 -1.72938 -0.9 -0.5 -0.3 -0.15
C -1.24881 0.96493 2.61099 -0.3 -0.3 0.2 -1.18
C -0.68298 1.13176 1.19304 0.1 -0.5 1.0 -0.47
H -2.33544 1.04600 2.66603 0.0 0.1 -0.2 0.32
H -1.32617 0.56949 -1.16829 0.1 0.0 -0.1 0.31
H 0.75584 -1.59568 -1.45458 0.0 0.0 0.3 0.45
H 1.73204 -0.93658 -3.81760 -0.2 0.0 -0.1 0.29
H 1.59030 0.28006 1.44051 -0.2 -0.1 0.3 0.41
H -0.83706 1.69890 3.30274 0.0 0.0 0.0 0.31
H 1.27499 -1.43991 1.00848 0.2 0.2 0.5 0.35
H -1.41298 1.70026 0.61958 0.2 -0.1 -0.4 0.41
H -1.02157 -0.03776 2.97370 0.2 0.1 0.1 0.33
H 0.23471 1.70652 1.32756 -0.1 0.4 -0.5 0.37
H 1.71679 -0.32799 -0.19574 -0.2 0.5 -0.1 0.34
H -1.87246 -0.95655 -0.44676 -0.2 0.0 -0.6 0.24
H 2.49114 0.21847 -3.14253 0.1 0.1 -0.2 0.28
```
Forces are in eV/Å.

As for the charge: 0.

Entry from the Open Molecules 2025 dataset: a cluster of 2 separate species, C5H13NO2 in total (the ωB97M-V functional and the def2-TZVPD basis).

XYZ file:
```
21
Properties=species:S:1:pos:R:3:forces:R:3:mulliken_charge:R:1
O 2.06666 -0.31072 -2.23809 -0.2 -0.9 -0.8 -0.67
O 0.89700 0.82242 1.63438 -0.3 0.5 0.2 -0.60
N -0.40653 -0.53519 0.31258 0.0 0.7 1.0 -0.23
C -1.52040 0.41852 0.16035 0.1 -0.2 -1.4 0.57
C 0.71062 -0.22725 1.06786 -0.2 -1.0 -1.2 0.59
C -1.04055 1.55290 -0.76503 2.1 0.2 1.6 -1.34
C 1.74893 -1.31662 1.04609 0.4 -0.7 0.7 -1.27
C -2.72573 -0.30085 -0.43054 0.2 -0.3 -1.3 -1.41
H -1.40115 2.51679 -0.40500 -0.7 0.0 -0.9 0.35
H -2.38392 -1.07044 -1.15806 -0.1 -0.3 1.0 0.38
H -3.44024 -0.63670 0.32229 0.2 -0.4 -0.3 0.31
H 0.03058 1.69156 -0.52202 -0.3 -0.1 0.1 0.35
H -0.52338 -1.50272 0.06368 -0.2 0.0 -0.1 0.30
H 1.10482 -0.18898 -2.20599 0.7 0.5 0.5 0.31
H 2.64152 -0.93044 1.52868 0.0 0.0 0.1 0.36
H 1.40798 -2.20374 1.59815 0.0 0.3 0.1 0.36
H -1.84571 0.83643 1.10420 0.5 0.1 0.4 0.27
H 2.03832 -1.70404 0.07565 -0.2 0.3 -0.4 0.36
H -0.96525 1.32760 -1.82600 -1.0 0.2 -0.2 0.34
H -3.23139 0.30987 -1.17503 -0.4 0.7 0.5 0.37
H 2.56393 0.25591 -1.65197 -0.5 0.4 0.3 0.32
```
Forces are in eV/Å.

As for the charge: 0.

Entry from the Open Molecules 2025 dataset: a cluster of 2 separate species, C5H13NO2 in total (the ωB97M-V functional and the def2-TZVPD basis).

XYZ file:
```
21
Properties=species:S:1:pos:R:3:forces:R:3:mulliken_charge:R:1
O 0.95116 1.21818 -1.42833 0.0 0.3 0.0 -0.56
O -2.13985 0.28814 -2.11508 0.6 0.0 0.0 -0.48
N 1.95593 -0.85365 -0.73451 0.3 0.0 0.0 -0.61
C 0.93406 -0.58136 1.90774 0.0 0.1 -0.1 -1.24
C -2.17012 -0.43221 -0.96356 -1.5 0.6 0.9 -0.03
C 0.90077 0.09687 -0.54624 -1.2 -0.9 -0.7 0.43
C 0.73538 0.52962 0.88950 -1.6 0.4 0.2 -0.04
C -2.34459 0.08052 0.26771 -0.7 -0.6 -1.2 -0.97
H 0.22507 -1.38466 1.71329 0.0 -0.1 0.1 0.29
H -0.38572 0.85193 0.93570 2.2 0.0 0.2 -0.02
H 1.41513 1.36390 1.10704 -0.3 0.1 0.0 0.40
H -2.53331 1.13315 0.40580 0.2 0.2 0.0 0.39
H 1.98574 -1.17922 -1.69217 0.0 0.1 0.0 0.23
H -2.25368 -1.49222 -1.16623 0.3 0.0 0.0 0.41
H -2.59598 -0.57266 1.08440 0.3 -0.2 0.2 0.31
H 1.94209 -0.99030 1.85832 0.0 -0.1 0.0 0.34
H 0.76424 -0.20303 2.91503 0.0 0.0 0.1 0.37
H -0.06984 -0.40151 -0.85235 1.5 0.3 0.3 -0.11
H -1.85768 1.19273 -1.92413 0.0 0.0 0.0 0.35
H 2.85950 -0.45379 -0.49993 0.0 -0.1 0.0 0.23
H 1.68170 1.78957 -1.16200 0.0 0.0 0.0 0.32
```
Forces are in eV/Å.

As for the charge: 0.

Orbital gap: 9.18 8.95 8.99 10.58 9.81 (eV)
Max |F|: 1.09 3.30 1.79 2.64 2.23 (eV/Å)
ΔE to the lowest compared entry with this formula, charge and spin: 241.4 211.3 255.8 84.3 213.8 (kJ/mol)